The following is a quantum chemistry calculation of a 2-piece molecular cluster, C6H15NO overall in a non-equilibrium geometry, from the OMol25 dataset.

Properties
* molar mass: 117.19 g/mol
* E_LUMO: 0.9 eV
* max |F|: 7.789 eV/A
* ΔE to the lowest compared entry with this formula, charge and spin: 4.573 eV
* SMILES string: C/C=C/CCCN.O
* net charge: 0
* gap between HOMO and LUMO: 9.618 eV
* energy: -367.46325 a.u.

Last column: Mulliken charge in e.
Cartesian coordinates (Å):
C -2.3742 -1.4894 2.0426  -1.297
C -2.0830 -0.4012 1.1071  0.029
C -1.5508 -0.5991 -0.0889  -0.381
C -0.8157 0.6830 -0.6744  -1.087
C 0.3626 0.8704 0.5259  -0.372
C 1.6172 0.1039 0.1023  -0.759
N 2.7836 0.8831 -0.5986  -0.638
H -1.4041 -1.8019 2.3639  0.247
H -2.8378 -0.9477 2.8053  0.373
H -2.9714 -2.2149 1.8418  0.476
H -2.3590 0.6378 1.4367  0.308
H -1.5046 -1.5495 -0.6454  0.377
H -1.2884 1.5325 -0.8193  0.525
H -0.2698 0.4471 -1.5198  0.283
H 0.0783 0.4010 1.4575  0.296
H 0.3416 1.8908 0.7252  0.449
H 2.0708 -0.3137 0.9891  0.390
H 1.1594 -0.7370 -0.4449  0.340
H 2.9507 1.6986 -0.0666  0.286
H 2.4918 1.4481 -1.5241  0.188
O 1.6436 -0.4367 -3.2181  -0.666
H 1.4073 0.4737 -2.9776  0.276
H 2.5517 -0.5788 -2.8196  0.358